(1)
{
  "formula": "C5H8N2O",
  "method": "ωB97M-V/def2-TZVPD",
  "lumo_energy_ev": [-0.4, -0.4],
  "charge": 0,
  "homo_lumo_gap_ev": [8.3, 8.0],
  "symbols": ["C", "C", "C", "C", "C", "N", "N", "O", "H", "H", "H", "H", "H", "H", "H", "H"],
  "positions_angstrom": [[-1.98, -0.44, 0.10], [0.43, -1.16, -0.09], [0.59, 0.19, -0.85], [-0.93, -1.42, 0.51], [-1.78, 1.03, 0.82], [0.35, 1.47, -0.21], [-1.05, 1.78, -0.05], [-2.74, -0.52, -0.82], [0.63, -1.93, -0.83], [1.20, -1.23, 0.69], [1.64, 0.24, -1.17], [-0.03, 0.17, -1.75], [-0.94, -1.70, 1.55], [-1.32, 0.97, 1.80], [0.80, 1.53, 0.71], [-1.45, 1.90, -0.97]]
}

---

(2)
{
  "formula": "C2H4NO3P",
  "method": "ωB97M-V/def2-TZVPD",
  "lumo_energy_ev": [6.5, 6.8],
  "charge": -2,
  "homo_lumo_gap_ev": [5.8, 6.1],
  "symbols": ["C", "C", "N", "O", "O", "O", "P", "H", "H", "H", "H"],
  "positions_angstrom": [[-1.24, -0.51, -1.05], [-1.14, 0.10, 0.23], [-0.26, -0.95, -0.13], [1.59, -1.23, 1.50], [2.09, -2.00, -0.90], [1.16, 3.03, -0.27], [1.44, -0.96, -0.01], [-2.16, -1.10, -1.26], [0.70, 2.55, 0.38], [-0.65, 1.12, 0.19], [-1.54, -0.04, 1.32]]
}

---

(3)
{
  "formula": "C15H34BF3Li2N3O8PS2",
  "method": "ωB97M-V/def2-TZVPD",
  "lumo_energy_ev": -1.3,
  "charge": 0,
  "homo_lumo_gap_ev": 2.9,
  "symbols": ["B", "P", "O", "H", "H", "H", "H", "H", "Li", "C", "C", "C", "O", "C", "O", "O", "H", "H", "H", "H", "H", "H", "C", "C", "C", "N", "C", "C", "C", "C", "C", "C", "H", "H", "H", "H", "H", "H", "H", "H", "H", "H", "H", "H", "H", "H", "H", "H", "H", "H", "H", "H", "C", "C", "N", "H", "H", "H", "F", "N", "S", "O", "O", "F", "S", "O", "O", "F", "Li"],
  "positions_angstrom": [[0.75, -0.88, 9.80], [1.70, -0.56, 8.16], [1.27, 0.58, 7.27], [-0.42, -1.18, 9.48], [0.80, 0.11, 10.46], [1.33, -1.79, 10.41], [3.07, -0.45, 8.45], [1.55, -1.73, 7.35], [1.58, 0.88, 5.46], [-0.49, 2.76, -0.22], [-0.41, 1.83, 0.96], [-1.56, 1.88, 1.96], [-0.89, 1.46, 3.17], [0.40, 1.78, 3.04], [1.23, 1.68, 3.90], [0.70, 2.17, 1.80], [0.42, 2.65, -0.80], [-1.35, 2.51, -0.83], [-0.57, 3.80, 0.07], [-0.26, 0.81, 0.61], [-2.38, 1.21, 1.74], [-1.94, 2.90, 2.11], [1.05, 0.36, -2.70], [-0.42, -0.03, -2.83], [-0.93, -0.45, -4.19], [-0.85, 0.54, -5.33], [-1.84, 0.08, -6.36], [-1.77, 0.85, -7.67], [-0.36, 0.80, -8.25], [0.64, 1.31, -7.22], [0.54, 0.52, -5.93], [-1.22, 1.89, -4.85], [1.28, 1.32, -3.17], [1.33, 0.46, -1.66], [1.70, -0.41, -3.14], [-1.05, 0.77, -2.42], [-0.60, -0.89, -2.18], [-1.99, -0.70, -4.10], [-0.41, -1.35, -4.54], [-1.64, -0.98, -6.53], [-2.83, 0.18, -5.91], [-2.48, 0.41, -8.36], [-2.08, 1.88, -7.53], [-0.31, 1.39, -9.16], [-0.11, -0.23, -8.53], [0.49, 2.38, -7.04], [1.66, 1.20, -7.60], [1.22, 0.92, -5.18], [0.78, -0.52, -6.10], [-0.47, 2.25, -4.15], [-2.19, 1.83, -4.37], [-1.27, 2.58, -5.69], [-1.38, -2.82, 5.74], [-0.92, -3.81, 6.68], [-0.54, -4.57, 7.45], [-0.76, -1.93, 5.82], [-1.29, -3.22, 4.73], [-2.42, -2.57, 5.95], [1.28, 2.26, 9.64], [1.10, -2.05, 1.20], [2.44, -2.17, 0.34], [2.92, -3.48, 0.18], [3.37, -1.12, 0.56], [1.77, -1.81, -1.06], [1.23, -2.38, 2.73], [-0.07, -2.55, 3.30], [2.18, -1.62, 3.46], [1.81, -3.85, 2.75], [-1.14, -3.11, 8.86]]
}

---

(4)
{
  "formula": "C4H8BrCl",
  "method": "ωB97M-V/def2-TZVPD",
  "lumo_energy_ev": 0.8,
  "charge": 0,
  "homo_lumo_gap_ev": 9.5,
  "symbols": ["C", "C", "C", "C", "Cl", "Br", "H", "H", "H", "H", "H", "H", "H", "H"],
  "positions_angstrom": [[-0.39, -0.69, -1.01], [-0.25, -0.22, 1.31], [1.35, 1.49, -0.39], [-0.46, 0.31, 0.05], [-1.78, 1.61, -0.02], [2.73, 0.19, -0.18], [0.52, -1.30, -0.74], [-1.28, -1.34, -0.85], [-0.29, -0.32, -2.01], [0.84, -0.37, 1.57], [-0.66, 0.44, 2.21], [-0.65, -1.18, 1.42], [1.03, 1.63, -1.48], [1.65, 2.29, 0.32]]
}

---

(5)
{
  "formula": "C27H29Cl3N4O5PdS3",
  "method": "ωB97M-V/def2-TZVPD",
  "lumo_energy_ev": [-0.4, -2.7],
  "charge": 0,
  "homo_lumo_gap_ev": [4.8, 5.5],
  "multiplicity": 5,
  "s_squared": 6.02,
  "symbols": ["Pd", "C", "C", "C", "C", "C", "H", "H", "H", "H", "H", "H", "H", "H", "H", "H", "O", "S", "O", "O", "S", "Cl", "C", "C", "C", "C", "C", "C", "N", "C", "C", "N", "C", "O", "C", "C", "C", "Cl", "S", "C", "C", "C", "Cl", "C", "H", "H", "H", "H", "H", "H", "H", "H", "H", "H", "H", "H", "H", "N", "C", "O", "C", "C", "C", "N", "C", "C", "H", "H", "H", "H", "H", "H"],
  "positions_angstrom": [[1.59, -1.19, -0.01], [2.19, 3.11, -1.50], [2.34, 1.57, -1.57], [3.82, 1.35, -1.31], [1.94, 0.90, -2.90], [1.51, 0.86, -0.43], [2.75, 3.47, -2.39], [2.66, 3.53, -0.61], [1.15, 3.44, -1.58], [4.36, 1.78, -2.20], [4.09, 0.29, -1.16], [4.13, 1.96, -0.43], [2.49, 1.40, -3.70], [0.87, 1.01, -3.14], [2.22, -0.17, -2.85], [0.49, 0.71, -0.86], [3.21, -2.43, 3.20], [3.76, -2.50, 1.83], [4.90, -3.38, 1.61], [3.90, -1.14, 1.14], [2.19, -3.37, 0.64], [-9.73, 1.55, 2.55], [-8.03, 1.45, 2.55], [-7.19, 1.96, 3.57], [-5.79, 1.79, 3.50], [-5.16, 1.06, 2.45], [-3.64, 0.77, 2.35], [-3.34, -0.73, 2.59], [-1.96, -1.16, 2.34], [-1.10, -1.68, 3.31], [0.06, -1.99, 2.64], [-0.03, -1.58, 1.31], [-1.28, -1.17, 1.17], [-2.91, 1.54, 3.32], [-2.20, 2.69, 2.86], [-0.76, 2.39, 2.42], [-0.32, 2.33, 1.11], [-1.25, 2.84, -0.26], [1.39, 1.82, 1.03], [1.35, 1.38, 2.77], [0.25, 1.88, 3.35], [-6.04, 0.53, 1.48], [-5.50, -0.45, 0.18], [-7.44, 0.73, 1.50], [-7.61, 2.52, 4.40], [-5.20, 2.21, 4.29], [-3.35, 1.06, 1.33], [-4.02, -1.37, 1.97], [-3.54, -0.90, 3.66], [-1.41, -1.75, 4.33], [0.97, -2.41, 3.01], [-1.72, -0.83, 0.25], [-2.15, 3.37, 3.75], [-2.75, 3.18, 2.04], [2.15, 0.81, 3.22], [0.07, 1.86, 4.41], [-8.06, 0.33, 0.71], [5.10, -2.02, -6.46], [3.85, -2.51, -6.33], [3.14, -2.83, -7.28], [3.37, -2.64, -4.92], [4.15, -2.60, -3.77], [3.52, -2.52, -2.53], [2.20, -2.52, -2.38], [1.45, -2.71, -3.46], [1.99, -2.78, -4.75], [5.28, -1.69, -7.39], [5.54, -1.54, -5.68], [5.22, -2.64, -3.72], [4.11, -2.45, -1.64], [0.41, -2.82, -3.31], [1.33, -2.96, -5.60]]
}

---

(6)
{
  "formula": "C9H25INO3PS2",
  "method": "ωB97M-V/def2-TZVPD",
  "lumo_energy_ev": 0.6,
  "charge": 0,
  "homo_lumo_gap_ev": 8.4,
  "symbols": ["C", "O", "C", "C", "N", "I", "P", "C", "C", "H", "H", "H", "H", "H", "H", "H", "H", "H", "H", "H", "H", "H", "C", "S", "O", "C", "H", "H", "H", "H", "H", "H", "C", "S", "O", "C", "H", "H", "H", "H", "H", "H"],
  "positions_angstrom": [[-4.16, 3.10, -2.09], [-3.03, 2.60, -1.42], [-1.89, 2.44, -2.25], [-1.05, 1.35, -1.59], [-0.65, 1.84, -0.29], [0.77, 1.22, -2.75], [-2.11, -0.26, -1.67], [-2.28, -0.65, 0.13], [-0.91, -1.59, -2.10], [-4.06, 4.17, -2.29], [-4.33, 2.57, -3.03], [-5.02, 2.94, -1.43], [-2.19, 2.13, -3.26], [-1.32, 3.37, -2.31], [-1.46, 1.97, 0.30], [-0.04, 1.18, 0.18], [-3.13, -0.10, 0.54], [-1.40, -0.44, 0.73], [-2.50, -1.72, 0.21], [-0.63, -1.48, -3.15], [-1.47, -2.53, -2.00], [-0.01, -1.65, -1.49], [1.59, -5.01, -0.89], [1.68, -4.02, 0.61], [1.49, -2.61, 0.19], [3.45, -4.24, 0.88], [0.57, -4.95, -1.24], [2.27, -4.59, -1.63], [1.84, -6.05, -0.66], [3.99, -3.88, 0.01], [3.66, -5.29, 1.07], [3.71, -3.64, 1.76], [1.41, 3.13, 4.14], [1.03, 2.51, 2.49], [0.15, 1.32, 2.66], [2.67, 1.87, 2.13], [0.49, 3.51, 4.55], [1.79, 2.31, 4.75], [2.14, 3.93, 4.06], [2.94, 1.13, 2.89], [3.39, 2.69, 2.11], [2.62, 1.40, 1.15]]
}

---

Calculated values (a.u.) of calculated total energy for the records, taken in order: -379.88147 -700.26396 -2835.30370 -3191.31189 -4344.28324 -2073.71814.